Density functional theory data (ωB97M-V/def2-TZVPD) for 2 unconnected molecules or ions with the total composition C33H34N4O2 at a distorted geometry.

Each line ends with the Mulliken charge.
Positions of all 73 atoms, in Å:
1 C 1.369306 -0.145669 -3.385431  -0.84
2 C 2.061642 1.156097 -3.212098  0.76
3 C 1.248540 2.304834 -3.258169  0.26
4 N 0.548480 3.251007 -3.294143  -0.74
5 C 3.471601 1.315569 -3.330697  1.12
6 C 4.377199 0.208469 -3.419487  -0.74
7 C 5.746112 0.415253 -3.469366  -0.76
8 C 6.275749 1.715094 -3.481820  0.37
9 C 7.696574 1.922219 -3.506814  0.06
10 N 8.855669 2.096584 -3.510665  -0.59
11 C 5.405448 2.811985 -3.460598  -0.71
12 C 4.033466 2.623863 -3.400099  -0.71
13 H 2.042718 -1.002204 -3.438646  0.29
14 H 0.656607 -0.309252 -2.563389  -0.21
15 H 0.768268 -0.115138 -4.311478  0.33
16 H 3.989720 -0.811697 -3.441393  0.14
17 H 6.427023 -0.436521 -3.513831  0.41
18 H 5.810622 3.823824 -3.506359  0.41
19 H 3.378003 3.498749 -3.415007  0.37
20 C 3.062744 5.340068 5.034222  -0.81
21 O 3.428811 5.121280 3.652057  -0.43
22 C 2.800823 4.153181 2.940486  0.95
23 C 3.193346 3.976252 1.585413  -0.84
24 C 2.594743 3.011703 0.804453  -0.25
25 C 1.568277 2.160141 1.317566  0.61
26 C 0.938774 1.152957 0.507315  -0.23
27 C -0.056441 0.314238 1.002290  0.66
28 C -0.737991 -0.699224 0.344477  0.26
29 N -1.706688 -1.438171 0.926528  0.68
30 C -2.420378 -2.464638 0.158682  -0.03
31 C -3.154722 -1.914930 -1.068091  -0.52
32 C -3.896475 -2.989022 -1.828569  0.51
33 C -5.282618 -2.913399 -1.991878  -0.35
34 C -5.973225 -3.963004 -2.601855  -0.59
35 C -5.270905 -5.070076 -3.099619  -0.42
36 C -3.875262 -5.120728 -2.975826  -0.73
37 C -3.189454 -4.076814 -2.346286  -0.19
38 C -3.371991 -3.048343 1.205917  0.20
39 O -4.131566 -4.006034 1.074301  -0.71
40 N -3.218943 -2.316627 2.348868  0.30
41 C -4.009874 -2.561608 3.532371  -0.95
42 C -2.194288 -1.284237 2.308774  0.14
43 C -1.138160 -1.581391 3.387202  -1.53
44 C -2.841924 0.082766 2.582826  -1.54
45 C 1.202183 2.358668 2.679991  -0.45
46 C 1.788708 3.325046 3.480519  -0.78
47 H 3.714794 6.156924 5.337998  0.25
48 H 2.010429 5.637873 5.132438  0.34
49 H 3.255595 4.451496 5.649778  0.34
50 H 3.975949 4.625473 1.199066  0.46
51 H 2.899477 2.888275 -0.234317  0.46
52 H 1.260783 1.055729 -0.531851  0.14
53 H -0.354858 0.458513 2.037569  -1.32
54 H -0.512675 -0.955214 -0.695284  0.38
55 H -1.720450 -3.262257 -0.158780  0.33
56 H -3.858901 -1.138841 -0.732125  0.34
57 H -2.410131 -1.436449 -1.721720  0.34
58 H -5.809903 -2.038786 -1.601978  0.32
59 H -7.061448 -3.917893 -2.681133  0.37
60 H -5.808200 -5.888010 -3.584168  0.37
61 H -3.315462 -5.975263 -3.359632  0.36
62 H -2.103079 -4.105560 -2.230166  0.35
63 H -4.708601 -3.370808 3.321062  0.39
64 H -3.366514 -2.842127 4.373989  0.29
65 H -4.566766 -1.660093 3.813690  0.30
66 H -0.790921 -2.619109 3.292144  0.36
67 H -0.276040 -0.913551 3.314768  0.35
68 H -1.598467 -1.447368 4.376049  0.48
69 H -3.698482 0.232251 1.911476  0.33
70 H -3.192544 0.103398 3.623514  0.49
71 H -2.135590 0.904612 2.440126  0.41
72 H 0.433333 1.747531 3.146347  0.23
73 H 1.468408 3.438116 4.518466  0.40

Force components x, y, z for each atom (eV/Å):
-0.723 -0.141 -0.318
0.740 0.548 0.131
-0.841 1.039 -0.019
0.889 -1.274 0.216
-0.409 -0.057 -0.098
0.239 0.295 0.108
-0.353 -0.097 -0.063
0.482 -0.095 0.053
1.847 0.259 0.010
-2.157 -0.331 -0.007
-0.666 0.096 0.003
0.801 0.210 0.081
-0.115 0.134 0.054
-0.073 -0.295 -0.026
0.083 -0.341 0.220
0.217 0.346 0.054
-0.188 0.227 0.005
-0.071 -0.271 0.009
0.163 -0.351 0.034
0.112 -0.081 -0.455
-0.519 -0.607 -0.150
-0.079 -0.092 -0.039
-0.095 0.172 0.685
-0.369 -0.348 -0.051
0.182 0.402 0.584
-0.413 -0.326 0.185
0.407 0.616 0.588
-0.837 -0.690 0.392
1.346 0.976 -1.117
-0.029 -0.846 0.103
-0.107 0.358 -0.080
-0.059 -0.099 -0.123
0.205 -0.297 0.121
0.239 -0.063 -0.127
0.164 0.297 0.195
-0.076 0.229 0.067
-0.438 -0.146 -0.025
-0.745 -1.058 0.196
1.091 1.439 -0.005
-0.114 -0.254 -0.485
0.034 0.150 0.307
-0.390 0.131 0.761
0.159 -0.248 -0.157
-0.124 0.085 -0.251
0.188 0.165 -0.134
0.166 0.062 -0.214
-0.149 -0.105 0.118
0.239 -0.047 -0.127
0.017 0.165 -0.217
-0.178 -0.182 -0.009
-0.027 0.037 0.131
0.065 0.084 -0.040
0.265 0.048 -0.522
-0.059 0.102 0.279
-0.273 0.364 0.220
0.196 -0.115 -0.137
-0.204 -0.025 0.111
0.056 -0.340 -0.116
0.355 -0.025 -0.047
0.179 0.262 0.183
-0.213 0.243 0.073
-0.297 -0.127 -0.135
0.130 0.089 -0.049
-0.169 -0.069 -0.114
-0.001 -0.212 -0.059
-0.037 0.271 0.044
-0.160 -0.202 0.122
0.195 -0.056 -0.310
0.223 0.011 0.173
0.085 0.049 -0.336
-0.270 -0.107 0.082
0.147 0.117 -0.119
0.119 -0.056 -0.416

Values from the calculation:
Spin multiplicity = 1
Molecular weight = 518.66 u
Total energy = -1647.2890 Ha
Lowest unoccupied orbital energy = -2.5 eV
HOMO-LUMO gap = 0.1042 Eh